No. 1
# C9H23GeMoO5PS3

C9H23GeMoO5PS3 as an isolated structure (the ωB97M-V functional and the def2-TZVPD basis, OMol25).

Geometry as XYZ:
```
43
Properties=species:S:1:pos:R:3:forces:R:3
Mo 0.34100 -1.20613 -0.28028 -0.2 1.0 0.5
C -4.61114 3.62734 -0.60701 0.0 0.1 0.0
C -4.29652 2.16275 -0.45952 0.2 0.0 0.0
O -3.27588 1.77865 -1.43022 -0.2 0.0 0.0
P -1.75699 1.61577 -0.97676 0.2 0.0 0.0
S 1.34106 0.57102 -0.83886 -0.3 -0.5 0.3
S -1.79670 -0.61949 -0.53397 0.3 -0.1 -0.1
O -1.02888 1.46631 -2.39559 -0.4 0.1 -0.1
C -0.58570 2.68209 -3.07349 0.1 -0.1 0.1
C -1.61242 3.15865 -4.06743 -0.1 0.0 -0.1
H -5.36849 3.91552 0.12437 0.0 0.0 0.0
H -4.99653 3.83914 -1.60438 0.0 0.0 0.0
H -3.72260 4.23916 -0.43736 0.0 0.0 0.0
H -5.15427 1.53649 -0.67878 -0.1 -0.1 0.0
H -3.95167 1.92758 0.55089 0.0 0.0 0.0
H 0.34541 2.40137 -3.55873 0.1 0.0 0.0
H -0.35965 3.44691 -2.32443 0.0 0.0 0.0
H -1.74509 2.42968 -4.86659 0.0 0.0 0.0
H -1.27246 4.09834 -4.50694 0.0 0.0 0.0
H -2.57791 3.32819 -3.58872 0.1 0.0 0.0
C 1.36385 -5.00886 -0.17863 0.1 -0.3 0.2
S 0.80214 -3.76556 -1.24601 -0.3 0.6 -0.1
O 0.79945 -4.21744 -2.58657 0.0 0.0 0.1
O -0.48423 -3.20769 -0.70117 0.4 -0.2 -0.2
O 1.71398 -2.54770 -0.98583 -0.1 -0.3 -0.2
H 0.74421 -5.88693 -0.36227 0.1 0.0 0.0
H 1.26336 -4.65968 0.84682 0.0 -0.1 0.0
H 2.40490 -5.21040 -0.43603 -0.1 0.0 0.0
C 2.59225 1.07669 2.65217 -0.1 0.2 0.0
Ge 2.35725 -0.83845 2.56363 -0.2 -0.1 -0.2
C 2.11268 -1.62151 4.30332 -0.1 -0.1 0.3
C 3.76757 -1.70578 1.57006 0.1 -0.1 -0.1
C 0.57293 -1.05737 1.63992 0.3 -0.2 -0.3
H 3.54250 1.27445 3.14880 0.0 0.0 0.0
H 1.78903 1.53751 3.22517 0.0 0.0 0.0
H 2.61960 1.51720 1.65657 0.0 0.0 0.0
H 3.00764 -1.44278 4.90199 -0.1 0.0 0.0
H 1.95482 -2.69719 4.22839 0.0 0.0 0.1
H 1.25952 -1.17195 4.81276 0.0 0.0 0.0
H 4.72774 -1.34389 1.94236 0.0 0.0 0.0
H 3.71083 -1.49581 0.50331 0.0 0.0 0.0
H 3.72504 -2.78522 1.72077 0.0 0.0 0.0
H -0.26164 -1.14099 2.33427 -0.1 0.2 -0.1
```
Positions in Å, forces in eV/Å.

Output
Kohn-Sham gap (alpha / beta)	7.25 / 6.11	eV
electronic energy	-120103.5571	eV
net charge	+1
2S+1	2
energy relative to the best compared isomer or geometry (same formula, charge and spin)	241.3	kJ/mol

No. 2
# C3H4N2O2

C3H4N2O2 as an isolated structure (the ωB97M-V functional and the def2-TZVPD basis, OMol25).

Geometry as XYZ:
```
11
Properties=species:S:1:pos:R:3:forces:R:3
C 0.07216 -1.03546 -0.27646 1.8 -1.6 -3.3
C 0.73967 0.18730 -0.69299 -4.5 0.4 4.8
C -0.13456 1.01330 0.15845 3.8 2.5 -3.1
H 0.47850 -3.13246 -0.04910 0.1 4.7 -3.7
H 1.68353 0.33381 -1.14856 0.5 0.1 -0.1
H 1.13094 2.40447 0.82080 -5.5 0.2 -1.6
H -2.30115 0.71867 0.58972 5.1 -1.2 0.5
N -1.13640 0.33823 0.61711 -7.4 -0.4 1.5
N -1.06495 -1.04496 0.34247 0.6 2.2 0.1
O 0.55843 -2.16232 -0.84712 0.2 -5.4 3.8
O -0.02617 2.37941 0.48569 5.3 -1.6 1.1
```
Positions in Å, forces in eV/Å.

Output
Kohn-Sham gap	9.19	eV
electronic energy	-10246.2633	eV
energy relative to the best compared isomer or geometry (same formula, charge and spin)	579.1	kJ/mol

No. 3
# C6H11NO2

A single C6H11NO2 molecule (the ωB97M-V functional and the def2-TZVPD basis, OMol25).

Geometry as XYZ:
```
20
Properties=species:S:1:pos:R:3:forces:R:3
C 2.85850 0.83208 0.67210 0.1 0.0 -0.4
C 1.50797 0.70734 0.00706 0.3 0.1 0.4
O 1.37519 0.64979 -1.18676 0.0 0.0 -0.1
C 0.34872 0.65146 0.98768 -0.6 0.0 -0.5
C -0.98627 0.48754 0.32643 -0.1 -0.4 0.0
O -1.81072 1.58089 0.52090 0.1 0.0 -0.1
C -1.35789 -0.55273 -0.42615 0.1 0.2 0.4
C -0.52780 -1.78616 -0.61210 -0.1 0.3 -0.1
N -2.63291 -0.54069 -1.05434 0.0 0.1 0.0
H 2.85809 1.65578 1.38120 0.0 0.1 0.1
H 3.07670 -0.08383 1.21779 0.0 -0.1 0.1
H 3.63024 0.99107 -0.07626 0.0 0.0 0.0
H 0.32341 1.59433 1.53819 0.1 -0.1 0.1
H 0.54246 -0.14713 1.70832 0.1 0.0 0.1
H -2.69967 1.33687 0.23802 -0.1 -0.1 0.1
H 0.17135 -1.92140 0.20781 0.1 -0.1 0.1
H -1.17339 -2.66240 -0.66613 0.0 -0.1 0.1
H 0.04554 -1.71981 -1.53754 0.0 -0.1 -0.1
H -2.77088 -1.36184 -1.62726 -0.1 0.1 0.0
H -2.77863 0.28882 -1.61896 0.0 -0.1 -0.1
```
Positions in Å, forces in eV/Å.

Output
Kohn-Sham gap	8.43	eV
electronic energy	-11985.0477	eV
structure (SMILES)	CC(=O)C/C(O)=C(\C)N
energy relative to the best compared isomer or geometry (same formula, charge and spin)	117.8	kJ/mol

No. 4
# C34H31Br2N10O2PTa

C34H31Br2N10O2PTa as an isolated structure (the ωB97M-V functional and the def2-TZVPD basis, OMol25).

Geometry as XYZ:
```
81
Properties=species:S:1:pos:R:3:forces:R:3
Ta -0.01720 0.21160 0.27780 1.5 -0.4 2.5
O -0.37500 3.38970 3.06400 0.1 -0.5 -0.3
C -0.24020 2.27660 2.61170 -0.3 0.2 1.5
N 0.14590 2.00280 1.33000 -0.2 -2.0 -1.6
C 0.31140 3.19950 0.53160 -0.1 0.7 -0.3
C 1.31030 2.98170 -0.55270 0.1 0.3 0.0
C 1.80360 4.04470 -1.30480 0.0 -0.3 0.1
C 2.75820 3.80230 -2.27460 -0.1 -0.2 0.2
C 3.22770 2.50140 -2.42840 -0.1 -0.1 0.2
C 2.68870 1.50220 -1.64370 0.4 -0.2 -0.3
N 1.72350 1.72330 -0.74500 -1.0 -0.9 0.6
C -0.47900 1.06390 3.45630 -0.1 0.2 0.6
C -0.51180 1.20600 4.84050 0.0 -0.1 -0.3
C -0.75030 0.08380 5.61400 0.0 0.0 -0.2
C -0.97680 -1.12660 4.97070 0.0 0.2 -0.1
C -0.93140 -1.17090 3.58860 -0.1 -0.4 -0.1
N -0.66800 -0.10300 2.83770 0.3 1.0 -1.1
H 0.62130 4.02790 1.18390 0.0 -0.2 -0.2
H -0.66130 3.49290 0.10780 0.2 0.0 0.0
H 1.43950 5.04230 -1.11730 -0.1 0.1 0.1
H 3.14380 4.60670 -2.88200 0.1 0.1 0.0
H 4.00430 2.27450 -3.14020 0.1 -0.1 0.0
H 3.05570 0.48890 -1.70870 -0.1 0.0 -0.1
H -0.34080 2.18230 5.26990 0.0 0.0 0.0
H -0.76560 0.14820 6.69020 0.0 0.0 0.1
H -1.19240 -2.01820 5.53510 0.0 -0.1 0.0
H -1.10890 -2.10280 3.06230 0.0 0.0 0.0
C -3.43830 -4.38480 1.03190 -0.2 -1.0 0.1
N -3.01510 -3.03040 0.78540 0.7 0.7 -0.2
C -3.81340 -1.93220 0.84100 -0.1 0.7 0.0
C -3.01640 -0.85130 0.59590 -0.7 0.1 0.1
N -1.74170 -1.28310 0.38270 1.0 0.2 0.0
C -1.76390 -2.61400 0.50430 0.7 -0.4 0.1
P -0.31250 -3.75530 0.24240 0.1 0.9 -0.5
C 0.80730 -2.83400 1.37560 -0.4 -0.4 -0.4
N 1.20250 -1.54580 1.36500 -0.6 0.1 -0.5
C 2.11850 -1.43230 2.37280 0.3 0.0 0.4
C 2.26170 -2.64110 2.99600 0.2 0.6 0.1
N 1.43060 -3.50300 2.36140 -0.1 0.7 -0.4
C 1.22440 -4.89020 2.68900 -0.1 -1.0 0.2
C 0.37680 -3.13850 -1.30780 -0.1 -0.7 1.2
N 1.33680 -2.10090 -1.35530 0.0 0.7 0.6
C 1.28850 -2.17620 -3.81690 -0.1 0.1 0.4
C 0.34090 -3.31390 -3.66310 0.0 -0.1 -0.1
N -0.04500 -3.70240 -2.46640 0.5 0.6 -0.7
C -0.98210 -4.80570 -2.38530 -0.6 -0.8 -0.1
H -4.45640 -4.37900 1.41690 0.1 0.1 0.0
H -3.42260 -4.97530 0.11460 0.0 0.1 0.0
H -2.78890 -4.85950 1.76840 -0.1 0.1 -0.1
H -4.86460 -1.98480 1.04050 -0.2 -0.1 0.1
H -3.28260 0.18800 0.56740 -0.1 0.2 0.0
H 2.61390 -0.50540 2.58750 0.1 0.1 0.1
H 2.88470 -2.93700 3.81750 0.1 0.0 0.1
H 1.86380 -5.15600 3.52800 0.0 0.0 -0.1
H 0.18440 -5.06740 2.97210 0.1 0.0 0.0
H 1.46760 -5.52870 1.83640 0.0 0.1 0.2
H 1.92340 -2.34630 -4.68980 0.0 0.0 0.1
H -0.06600 -3.81090 -4.52650 -0.1 -0.2 0.0
H -1.19080 -5.18100 -3.38450 0.0 0.1 0.1
H -0.56320 -5.62310 -1.79700 0.0 0.1 0.0
H -1.92090 -4.47760 -1.94040 0.0 0.1 0.0
C 2.15680 -2.09380 -2.56840 0.2 0.2 -0.4
C 0.44050 -0.94290 -4.06380 0.0 0.1 0.0
C 0.15430 -0.59280 -5.39700 -0.3 0.4 -0.1
C -0.75900 0.39630 -5.65590 0.2 -0.3 0.1
C -1.39590 1.04350 -4.57740 0.0 0.0 0.4
C -2.42910 2.01850 -4.70070 -0.2 0.1 0.1
Br -3.07210 2.51080 -6.40680 0.2 -0.1 0.4
C -2.99480 2.59090 -3.57810 0.0 -0.1 -0.6
C -2.53820 2.24020 -2.30930 0.7 -0.5 1.1
Br -3.27550 2.97450 -0.72430 -0.1 0.1 -0.4
C -1.51470 1.31610 -2.13410 -1.4 1.0 -2.8
O -1.01800 1.01200 -0.96390 -0.1 -0.1 1.0
C -0.96860 0.66660 -3.27840 -0.1 0.3 0.1
N -0.07360 -0.31090 -3.03130 0.1 -0.2 -0.2
H 2.85060 -2.94310 -2.58180 -0.1 0.1 0.1
H 1.96870 -2.14550 -0.56090 -0.2 -0.2 -0.2
H 2.73950 -1.17650 -2.57810 0.0 -0.1 -0.1
H 0.64830 -1.11030 -6.20500 0.0 0.0 -0.1
H -1.01150 0.67010 -6.66860 0.0 0.0 -0.1
H -3.79430 3.31030 -3.67510 0.0 0.0 0.0
```
Positions in Å, forces in eV/Å.

Output
Kohn-Sham gap (alpha / beta)	4.50 / 4.64	eV
electronic energy	-205660.5833	eV
net charge	+3
energy relative to the best compared isomer or geometry (same formula, charge and spin)	220.9	kJ/mol

No. 5
# C5H6O

A single C5H6O molecule (the ωB97M-V functional and the def2-TZVPD basis, OMol25).

Geometry as XYZ:
```
12
Properties=species:S:1:pos:R:3:forces:R:3
O -1.97096 -1.00069 -0.44294 -0.1 0.1 0.0
C -0.83514 -0.34388 -0.11132 0.3 0.2 0.1
C -0.68196 0.94578 0.24147 0.0 -0.1 -0.1
C 0.75790 1.21551 0.32091 0.1 0.0 0.0
C 1.45322 0.09179 0.08471 0.0 0.1 0.1
C 0.49212 -1.04676 -0.14346 -0.1 0.0 -0.1
H -2.64989 -0.32455 -0.56963 -0.1 -0.3 0.1
H -1.48037 1.65401 0.43884 0.1 0.0 -0.2
H 1.17352 2.20099 0.50366 0.0 -0.2 0.1
H 2.53067 -0.01491 0.06378 -0.1 0.0 0.1
H 0.66168 -1.60628 -1.06986 0.0 0.1 0.1
H 0.54922 -1.77101 0.68384 0.0 0.1 -0.2
```
Positions in Å, forces in eV/Å.

Output
Kohn-Sham gap	8.80	eV
electronic energy	-7328.6037	eV
structure (SMILES)	OC1=CC=CC1
energy relative to the best compared isomer or geometry (same formula, charge and spin)	65.7	kJ/mol

No. 6
# C6H8N2O5

C6H8N2O5 as an isolated structure (the ωB97M-V functional and the def2-TZVPD basis, OMol25).

Geometry as XYZ:
```
21
Properties=species:S:1:pos:R:3:forces:R:3
C 0.17826 -0.48520 2.41616 -0.6 0.5 1.9
C -1.71697 1.58550 -1.60875 1.5 -0.7 0.5
C -1.35011 0.69968 1.13438 -1.2 2.1 -2.1
C 1.32987 -1.29794 -0.92252 -1.2 0.1 1.9
C -0.44210 0.38078 -0.10488 -3.0 -4.3 3.1
C 0.90415 -0.20600 0.17012 -1.0 -2.4 0.3
N -0.57484 1.30513 -1.00269 -3.5 2.5 -4.6
N 0.99203 -0.71819 1.53491 1.1 -1.1 -1.8
O -0.96094 0.35519 2.34467 0.7 -1.4 0.7
O -2.34813 1.35883 0.92163 1.1 -1.0 1.1
O 2.73811 -1.42439 -0.93430 0.0 2.8 0.9
O -1.47305 -1.18390 -0.23017 2.2 2.0 0.5
O 1.70744 0.86513 0.14113 0.0 2.7 -2.3
H 0.39470 -0.88296 3.43275 -0.9 0.6 -0.6
H -1.79820 2.42809 -2.31748 0.6 -0.2 0.7
H -2.68943 1.01363 -1.59007 1.4 0.0 0.4
H 0.91164 -0.83579 -1.82029 0.2 -0.5 -0.5
H 0.80380 -2.27077 -0.64392 0.9 1.3 -0.6
H 3.02158 -0.46288 -0.65097 -0.3 -2.8 -1.2
H -2.06546 -0.96919 -0.94573 -0.4 0.2 -0.4
H 2.43763 0.74526 0.67604 2.4 -0.4 2.1
```
Positions in Å, forces in eV/Å.

Output
Kohn-Sham gap	9.63	eV
electronic energy	-19565.2656	eV
energy relative to the best compared isomer or geometry (same formula, charge and spin)	162.9	kJ/mol

Q: Among the records above, which one has the lowest energy relative to the best compared isomer or geometry (same formula, charge and spin)?
A: C5H6O